Entry 1:
ORCA calculation (the ωB97M-V functional and the def2-TZVPD basis) on a cluster of 3 separate species, C3H9N3O6 in total in a non-equilibrium geometry.

Each line ends with the Mulliken charge.
CARTESIAN COORDINATES (ANGSTROEM)
C  0.655  2.814  0.040  -0.5879
N  1.420  4.083  0.322  0.8270
O  2.043  4.592  -0.642  0.0094
O  1.394  4.634  1.399  -0.2670
H  -0.019  3.241  -0.703  0.3492
H  0.206  2.411  0.948  0.3197
H  1.310  2.050  -0.378  0.3423
C  1.055  -1.804  2.253  -0.7829
N  0.136  -1.200  1.326  0.8171
O  -1.055  -1.431  1.487  -0.4593
O  0.574  -0.549  0.376  -0.5095
H  1.420  -0.970  2.853  0.2922
H  1.849  -2.245  1.650  0.3258
H  0.558  -2.624  2.772  0.3248
C  -2.302  -1.692  -1.775  -0.6867
N  -0.896  -2.167  -2.125  0.8950
O  -0.364  -1.619  -3.104  -0.5557
O  -0.295  -2.873  -1.418  -0.5049
H  -2.963  -2.548  -1.633  0.2722
H  -2.516  -1.135  -2.687  0.3472
H  -2.211  -0.971  -0.962  0.2320

Computed properties:
- multiplicity = 2
- HOMO energy (alpha / beta) (eV) = -12.96 / -12.96
- HOMO-LUMO gap (alpha / beta) (eV) = 5.37 / 2.07
- charge = +1
- LUMO (alpha / beta) (eV) = -7.59 / -10.88

Entry 2:
ORCA calculation (the ωB97M-V functional and the def2-TZVPD basis) on the ion C3H9N3P with charge +1 in a non-equilibrium geometry.

Each line ends with the Mulliken charge.
CARTESIAN COORDINATES (ANGSTROEM)
P  0.037  2.201  -0.114  0.1804
N  0.696  0.394  -0.431  -0.0964
C  -0.343  -0.430  -1.125  -0.5771
C  -1.442  -0.831  -0.018  -0.4444
N  -0.966  -1.580  1.048  -0.4253
C  0.177  -1.197  1.505  0.0285
N  0.994  -0.206  0.822  -0.3413
H  1.282  2.550  0.494  0.1072
H  0.445  2.478  -1.362  0.1235
H  1.511  0.282  -0.994  0.3983
H  0.100  -1.240  -1.654  0.3877
H  -0.934  0.103  -1.915  0.3179
H  -1.768  0.156  0.307  0.2837
H  -2.315  -1.453  -0.318  0.3718
H  0.728  -1.537  2.361  0.3917
H  1.799  0.310  1.395  0.2936

Computed properties:
- HOMO energy (eV) = -13.78
- HOMO-LUMO gap (eV) = 9.17
- SMILES = P[N@@H+]1CCN=CN1
- charge = +1
- LUMO (eV) = -4.61

Entry 3:
ORCA calculation (the ωB97M-V functional and the def2-TZVPD basis) on a cluster of 2 separate species, C3H9N3S in total in a non-equilibrium geometry.

Each line ends with the Mulliken charge.
CARTESIAN COORDINATES (ANGSTROEM)
C  0.294  1.901  -1.112  -0.2813
C  1.275  0.754  -0.575  -0.3575
C  0.552  -1.333  0.595  -1.2311
N  -2.078  -0.981  1.646  -0.5951
N  -0.990  1.360  -1.232  -0.4110
N  0.414  -0.340  -0.511  0.0401
S  -1.107  -0.179  -0.852  0.2457
H  0.277  2.792  -0.475  0.2532
H  0.703  2.176  -2.165  0.1840
H  2.184  0.655  -1.207  0.2013
H  1.522  0.929  0.463  0.3131
H  0.055  -2.229  0.306  0.2961
H  1.613  -1.289  0.878  0.3610
H  0.038  -0.806  1.437  0.5949
H  -1.798  -2.089  1.464  0.1747
H  -2.954  -1.322  1.339  0.2120

Computed properties:
- HOMO energy (alpha / beta) (eV) = -8.55 / -7.01
- HOMO-LUMO gap (alpha / beta) (eV) = 8.62 / 6.52
- charge = 0
- LUMO (alpha / beta) (eV) = 0.07 / -0.49

In kcal per mole, the energy relative to the best compared isomer or geometry (same formula, charge and spin) values for the records above are, in order, 4.0; 65.0; 137.6.